Below is 2 unconnected molecules or ions with the total composition C12H15N3 at a distorted geometry, with properties calculated with ωB97M-V/def2-TZVPD.

Its net charge is 0. For the highest occupied orbital energy (spin up / spin down), the calculation gives -5.95 / -6.75 eV. Its gap between HOMO and LUMO (spin up / spin down) is 6.115 / 6.917 eV. For the energy above the lowest of the compared OMol25 structures with the same formula, charge and spin, the calculation gives 454.8 kJ/mol. The multiplicity is 1.

Each line ends with the natural charge from an NBO analysis.
CARTESIAN COORDINATES (ANGSTROEM)
N 2.9027 0.7069 -1.0076  -0.408
N -1.2226 0.9105 0.9263  -0.373
N -0.8545 1.3641 -2.3596  -0.372
C -1.4320 1.5725 2.2473  -0.401
C -0.6114 1.5434 -1.2323  0.205
C -0.5982 -3.1339 -0.1050  -0.267
C 3.1325 2.0030 -1.5148  -0.432
C 1.9740 0.1331 -0.5087  0.485
C 1.0299 -0.8499 -0.1712  -0.204
C 0.6765 -1.5119 -1.4067  -0.197
C -0.2911 1.5210 0.1301  -0.178
C -0.2030 -2.5657 -1.3523  -0.208
C -0.1974 -2.4852 1.0860  -0.204
C 0.6488 -1.3409 1.0546  -0.246
C -2.2779 0.0609 0.4526  -0.413
H -1.2419 -4.0606 -0.0447  0.222
H -3.0992 -0.0526 1.2545  0.207
H -0.7166 -2.7980 2.0270  0.218
H 4.1157 2.3757 -1.1582  0.219
H -1.8679 -0.8433 0.1506  0.224
H -0.5702 -2.9613 -2.3537  0.224
H 3.1571 2.0241 -2.6851  0.231
H 2.2662 2.7406 -1.2093  0.192
H -0.5325 2.1084 2.5042  0.199
H 0.8706 -0.9195 2.0788  0.229
H 0.4229 2.0649 0.5976  0.215
H -2.7991 0.5757 -0.3527  0.205
H -1.5008 0.6965 2.9561  0.202
H -2.2416 2.3006 2.3280  0.199
H 1.0608 -1.1790 -2.3318  0.228